# 1
The following is a quantum chemistry calculation of C4H4LiNaO2 as an isolated structure, from the Open Molecules 2025 dataset.

Each line ends with the Löwdin charge.
Cartesian coordinates (Å):
H  -2.36  -3.54  1.74  0.10
C  0.86  1.94  0.22  -0.26
C  -0.12  0.89  0.05  -0.12
C  0.15  -0.17  -0.72  0.03
C  0.02  -1.30  -1.43  -0.34
O  0.34  -2.50  -1.11  -0.24
O  0.70  2.95  0.92  -0.15
Li  -0.40  3.89  2.02  0.87
Na  0.47  -3.86  0.50  0.74
H  1.82  1.81  -0.31  0.14
H  -1.08  1.02  0.58  0.10
H  -0.38  -1.11  -2.45  0.13

## Properties
2S+1 = 2
relative energy (zero: lowest compared OMol25 entry of this formula, charge and spin) = 15.28 kcal per mole
LUMO (spin up / spin down) = -3.848 / -3.849 eV
gap between HOMO and LUMO (spin up / spin down) = 6.9 / 6.9 eV
strongest force on any atom = 0.94 eV/Å
charge = +1
HOMO energy (spin up / spin down) = -0.3945 / -0.3944 hartree

***

# 2
The following is a quantum chemistry calculation of C4H4LiNaO2 as an isolated structure at a distorted geometry, from the Open Molecules 2025 dataset.

Each line ends with the Löwdin charge.
Cartesian coordinates (Å):
H  -1.89  -1.01  -0.87  0.21
C  -0.08  0.62  1.67  -0.36
C  -0.01  -0.17  0.56  -0.16
C  -0.86  0.08  -0.63  -0.26
C  -0.12  0.43  -1.78  -0.17
O  0.54  0.00  -2.67  0.02
O  0.64  0.54  2.74  -0.30
Li  1.93  -0.08  3.70  0.82
Na  1.54  -1.73  -4.38  0.88
H  -0.79  1.47  1.63  0.12
H  0.75  -0.96  0.50  0.10
H  -1.66  0.81  -0.46  0.10

## Properties
2S+1 = 2
relative energy (zero: lowest compared OMol25 entry of this formula, charge and spin) = 0.00 kcal per mole
LUMO (spin up / spin down) = -4.534 / -4.677 eV
gap between HOMO and LUMO (spin up / spin down) = 5.4 / 5.5 eV
strongest force on any atom = 5.11 eV/Å
charge = +1
HOMO energy (spin up / spin down) = -0.3643 / -0.3732 hartree

***

# 3
The following is a quantum chemistry calculation of C4H4LuO5 as an isolated structure at a distorted geometry, from the Open Molecules 2025 dataset.

Each line ends with the Löwdin charge.
Cartesian coordinates (Å):
O  -0.78  0.90  1.33  -0.43
C  -1.11  1.95  2.62  -0.64
O  -1.14  3.13  2.43  0.16
O  -1.07  1.24  3.67  -0.17
H  -0.05  -1.80  -2.61  0.14
O  -0.67  -1.32  -0.71  -0.03
C  -0.08  -0.92  -1.96  -0.08
C  1.30  -0.42  -1.55  -0.08
O  1.31  -0.66  -0.12  -0.03
C  0.05  -0.84  0.31  -0.28
H  -0.70  -0.14  -2.42  0.14
H  1.45  0.65  -1.73  0.14
H  2.13  -0.99  -1.98  0.14
Lu  -0.65  -0.77  2.73  2.01

## Properties
2S+1 = 1
relative energy (zero: lowest compared OMol25 entry of this formula, charge and spin) = 38.42 kcal per mole
LUMO = -6.517 eV
gap between HOMO and LUMO = 6.8 eV
strongest force on any atom = 5.83 eV/Å
charge = +1
HOMO energy = -0.4908 hartree

***

# 4
The following is a quantum chemistry calculation of one molecule with the formula C4H4N2 at a distorted geometry, from the Open Molecules 2025 dataset.

Each line ends with the Löwdin charge.
Cartesian coordinates (Å):
C  0.69  0.10  1.71  -0.29
C  0.00  1.26  1.00  -0.06
C  -0.27  -0.21  -0.61  -0.23
C  -0.42  -0.97  -1.65  0.06
N  0.85  -0.94  1.08  0.12
N  -0.52  0.92  -0.09  0.06
H  1.03  0.19  2.70  0.07
H  -0.06  2.15  1.57  0.10
H  -1.00  -0.57  -2.47  0.06
H  0.13  -1.97  -1.76  0.11

## Properties
2S+1 = 1
relative energy (zero: lowest compared OMol25 entry of this formula, charge and spin) = 89.00 kcal per mole
LUMO = -0.536 eV
gap between HOMO and LUMO = 8.2 eV
strongest force on any atom = 4.87 eV/Å
charge = 0
HOMO energy = -0.3212 hartree

***

# 5
The following is a quantum chemistry calculation of one molecule with the formula C4H4N2 at a distorted geometry, from the Open Molecules 2025 dataset.

Each line ends with the Löwdin charge.
Cartesian coordinates (Å):
N  0.57  -0.60  2.13  0.10
C  -0.57  -0.89  1.87  -0.08
C  -0.11  0.32  0.70  -0.22
C  0.07  -0.42  -0.62  -0.20
C  0.07  0.52  -1.74  -0.22
N  0.06  1.29  -2.61  0.15
H  0.69  1.04  0.87  0.11
H  -1.05  0.86  0.77  0.11
H  -0.74  -1.15  -0.76  0.12
H  1.01  -0.97  -0.61  0.13

## Properties
2S+1 = 1
relative energy (zero: lowest compared OMol25 entry of this formula, charge and spin) = 68.10 kcal per mole
LUMO = 0.487 eV
gap between HOMO and LUMO = 12.2 eV
strongest force on any atom = 1.63 eV/Å
charge = 0
HOMO energy = -0.4318 hartree

***

# 6
The following is a quantum chemistry calculation of one molecule with the formula C4H4N2 at a distorted geometry, from the Open Molecules 2025 dataset.

Each line ends with the Löwdin charge.
Cartesian coordinates (Å):
C  -1.07  0.03  0.41  -0.07
C  -0.30  1.16  0.22  -0.14
N  1.02  1.07  0.04  0.07
C  1.53  -0.15  -0.04  -0.22
N  0.82  -1.23  -0.40  0.08
C  -0.49  -1.07  -0.22  -0.16
H  -2.10  -0.03  0.71  0.10
H  -0.79  2.11  0.02  0.11
H  2.61  -0.25  0.07  0.11
H  -1.26  -1.45  -0.87  0.11

## Properties
2S+1 = 1
relative energy (zero: lowest compared OMol25 entry of this formula, charge and spin) = 26.88 kcal per mole
LUMO = 0.497 eV
gap between HOMO and LUMO = 10.2 eV
strongest force on any atom = 2.10 eV/Å
structure (SMILES) = c1cncnc1
charge = 0
HOMO energy = -0.3579 hartree

***

# 7
The following is a quantum chemistry calculation of one molecule with the formula C4H4N2, from the Open Molecules 2025 dataset.

Each line ends with the Löwdin charge.
Cartesian coordinates (Å):
C  0.65  0.81  -0.23  -0.06
C  -0.68  0.81  0.14  -0.06
C  -1.29  -0.45  0.21  -0.15
N  -0.63  -1.60  0.12  0.00
N  0.69  -1.58  0.06  0.00
C  1.31  -0.42  -0.15  -0.15
H  1.15  1.71  -0.57  0.11
H  -1.22  1.72  0.37  0.11
H  -2.37  -0.53  0.26  0.10
H  2.39  -0.47  -0.20  0.10

## Properties
2S+1 = 1
relative energy (zero: lowest compared OMol25 entry of this formula, charge and spin) = 26.38 kcal per mole
LUMO = 0.421 eV
gap between HOMO and LUMO = 9.8 eV
strongest force on any atom = 0.50 eV/Å
structure (SMILES) = c1ccnnc1
charge = 0
HOMO energy = -0.3454 hartree

***

# 8
The following is a quantum chemistry calculation of one molecule with the formula C4H4N2 at a distorted geometry, from the Open Molecules 2025 dataset.

Each line ends with the Löwdin charge.
Cartesian coordinates (Å):
N  -3.02  -0.31  -0.34  0.13
C  -1.92  0.10  -0.21  -0.21
C  -0.54  0.64  0.08  -0.17
C  0.51  -0.51  0.17  -0.20
C  1.93  -0.10  -0.13  -0.19
N  3.12  0.06  -0.38  0.12
H  -0.25  1.26  -0.83  0.13
H  -0.61  1.20  1.06  0.13
H  0.43  -1.07  1.17  0.15
H  0.35  -1.27  -0.59  0.11

## Properties
2S+1 = 1
relative energy (zero: lowest compared OMol25 entry of this formula, charge and spin) = 27.72 kcal per mole
LUMO = 0.305 eV
gap between HOMO and LUMO = 12.2 eV
strongest force on any atom = 8.27 eV/Å
structure (SMILES) = N#CCCC#N
charge = 0
HOMO energy = -0.4355 hartree

***

# 9
The following is a quantum chemistry calculation of one molecule with the formula C4H4N2 at a distorted geometry, from the Open Molecules 2025 dataset.

Each line ends with the Löwdin charge.
Cartesian coordinates (Å):
C  0.10  -0.10  -0.99  -0.08
C  -1.23  -0.25  -0.79  -0.12
N  -1.54  -0.28  0.57  0.07
C  -0.43  -0.15  1.21  -0.14
C  1.57  0.76  0.79  0.09
N  0.70  -0.10  0.28  -0.17
H  0.67  0.18  -1.87  0.12
H  -1.99  -0.45  -1.54  0.10
H  -0.27  -0.40  2.26  0.12
H  2.43  0.80  0.09  0.01

## Properties
2S+1 = 1
relative energy (zero: lowest compared OMol25 entry of this formula, charge and spin) = 88.17 kcal per mole
LUMO = -0.219 eV
gap between HOMO and LUMO = 8.5 eV
strongest force on any atom = 3.80 eV/Å
charge = 0
HOMO energy = -0.3204 hartree

***

# 10
The following is a quantum chemistry calculation of one molecule with the formula C4H4N2 at a distorted geometry, from the Open Molecules 2025 dataset.

Each line ends with the Löwdin charge.
Cartesian coordinates (Å):
C  -0.11  0.89  -1.07  -0.05
N  0.10  -0.12  -0.07  -0.20
C  -0.52  -0.18  1.14  -0.10
C  0.02  -1.47  1.53  -0.05
N  0.86  -2.19  0.92  0.07
C  0.74  -1.34  -0.14  -0.05
H  0.87  1.10  -1.63  0.12
H  -0.87  0.84  -1.87  0.09
H  -0.26  1.89  -0.64  0.08
H  -0.83  0.59  1.84  0.10

## Properties
2S+1 = 1
relative energy (zero: lowest compared OMol25 entry of this formula, charge and spin) = 143.30 kcal per mole
LUMO (spin up / spin down) = -0.701 / -0.703 eV
gap between HOMO and LUMO (spin up / spin down) = 7.9 / 7.9 eV
strongest force on any atom = 4.56 eV/Å
structure (SMILES) = Cn1cc2nc1-2
charge = 0
HOMO energy (spin up / spin down) = -0.3168 / -0.3168 hartree

***

# 11
The following is a quantum chemistry calculation of one molecule with the formula C4H4N2 at a distorted geometry, from the Open Molecules 2025 dataset.

Each line ends with the Löwdin charge.
Cartesian coordinates (Å):
C  1.10  -0.69  0.13  -0.14
C  1.13  0.73  -0.03  -0.13
N  0.02  1.44  -0.08  0.07
C  -1.11  0.71  0.05  -0.15
C  -1.06  -0.63  -0.23  -0.15
N  0.07  -1.34  -0.33  0.07
H  1.75  -1.34  0.73  0.11
H  2.04  1.21  -0.39  0.10
H  -2.04  1.21  0.28  0.10
H  -1.90  -1.30  -0.15  0.10

## Properties
2S+1 = 1
relative energy (zero: lowest compared OMol25 entry of this formula, charge and spin) = 34.05 kcal per mole
LUMO = 0.280 eV
gap between HOMO and LUMO = 9.7 eV
strongest force on any atom = 1.94 eV/Å
structure (SMILES) = c1cnccn1
charge = 0
HOMO energy = -0.3464 hartree

***

# 12
The following is a quantum chemistry calculation of one molecule with the formula C4H4N2O at a distorted geometry, from the Open Molecules 2025 dataset.

Each line ends with the Löwdin charge.
Cartesian coordinates (Å):
N  -1.80  -2.26  0.80  0.16
C  -1.32  -1.28  0.43  -0.14
C  -0.78  0.11  0.24  -0.28
C  0.68  0.09  0.52  -0.12
C  1.14  0.41  -0.87  -0.13
N  0.25  0.74  -1.72  0.07
O  -0.98  0.44  -1.19  -0.11
H  -1.27  0.96  0.76  0.17
H  1.08  -0.77  1.11  0.15
H  0.85  0.99  1.12  0.12
H  2.15  0.57  -1.22  0.11

## Properties
2S+1 = 1
relative energy (zero: lowest compared OMol25 entry of this formula, charge and spin) = 68.93 kcal per mole
LUMO = 0.451 eV
gap between HOMO and LUMO = 10.6 eV
strongest force on any atom = 2.71 eV/Å
structure (SMILES) = N#C[C@H]1CC=NO1
charge = 0
HOMO energy = -0.3720 hartree